C19H17FN2O4PtS as an isolated structure in a non-equilibrium geometry. Source: OMol25; level of theory: wB97M-V/def2-TZVPD.

Structure (ORCA input):
```
! wB97M-V def2-TZVPD RIJCOSX def2/J DEFGRID3
* xyz -2 1
Pt 0.3310 -0.9345 -0.6558
C -1.8680 -4.1479 -2.7008
C -1.1597 -3.3953 -1.5853
O -0.4002 -2.4665 -1.9783
C -1.4030 -3.8150 -0.2903
C -0.9466 -3.2004 0.9025
C -1.3195 -3.8528 2.2110
N -0.2240 -2.1251 0.9356
N 0.0906 -1.6452 2.1983
C 0.7966 -0.5635 2.1362
O 1.2215 0.0421 1.0977
C 1.1728 0.0243 3.4653
C 0.4307 -0.2159 4.6182
C 0.7892 0.3733 5.8226
C 1.9012 1.2047 5.8974
C 2.6530 1.4393 4.7531
C 2.2838 0.8593 3.5461
H -2.8597 -3.7156 -2.8511
H -1.9808 -5.2077 -2.4663
H -1.2993 -4.0321 -3.6231
H -2.0464 -4.6771 -0.1710
H -1.9387 -4.7327 2.0369
H -1.8539 -3.1410 2.8408
H -0.4170 -4.1372 2.7538
H -0.4287 -0.8696 4.5539
H 0.1969 0.1878 6.7118
H 2.1747 1.6710 6.8373
H 3.5264 2.0800 4.7993
H 2.8377 1.0487 2.6353
O -1.6886 5.6813 -3.7964
C -0.6506 5.1033 -4.4747
O -0.2521 5.6696 -5.4680
C -0.1209 3.8449 -3.9298
C -0.5535 3.2573 -2.7284
C -0.0287 2.0735 -2.2649
C 0.9791 1.4010 -2.9903
S 1.6819 -0.0794 -2.4359
C 1.4158 1.9966 -4.1939
C 0.8809 3.1831 -4.6447
H -1.9342 5.1042 -3.0622
H -1.3149 3.7297 -2.1112
H -0.4024 1.6153 -1.3496
H 2.1925 1.4985 -4.7638
H 1.2133 3.6259 -5.5760
F -1.6780 0.2398 -0.6410
*
```

Orbital gap (alpha / beta) (eV): 5.22 / 5.22
DFT total energy (Ha): -1762.1259

Atomic partial charges in e from the natural (NBO) method, atoms 1 to 4:
1. Pt 0.991
2. C -0.669
3. C 0.481
4. O -0.658